## 1
{
  "formula": "C4H11N2",
  "method": "wB97M-V/def2-TZVPD",
  "mol_weight_da": 87.15,
  "homo_ha": -0.4729,
  "gap_ev": 7.84,
  "charge": 1,
  "species": ["N", "N", "C", "C", "C", "C", "H", "H", "H", "H", "H", "H", "H", "H", "H", "H", "H"],
  "positions_angstrom": [[0.241, -1.293, 0.026], [-1.403, 3.887, -1.689], [-1.427, 0.767, 1.267], [0.767, 0.182, -0.048], [-0.276, 0.911, 0.663], [1.364, -2.317, -0.015], [2.283, -1.858, 0.127], [-0.402, -1.560, -0.725], [-0.387, 3.714, -1.548], [-1.722, 3.743, -0.742], [1.766, 0.215, 0.502], [1.254, -3.067, 0.687], [1.364, -2.805, -1.021], [-0.252, -1.355, 0.888], [-0.165, 1.949, 0.602], [0.841, 0.673, -0.966], [-1.782, 4.930, -1.895]]
}

***

## 2
{
  "formula": "C4H11N2",
  "method": "wB97M-V/def2-TZVPD",
  "mol_weight_da": 87.15,
  "homo_ha": -0.5045,
  "gap_ev": 9.54,
  "charge": 1,
  "species": ["N", "N", "C", "C", "C", "C", "H", "H", "H", "H", "H", "H", "H", "H", "H", "H", "H"],
  "positions_angstrom": [[0.319, 0.768, 1.883], [1.068, 0.482, -0.632], [-1.088, -0.958, -0.335], [0.178, -0.561, -1.170], [0.538, -1.021, -2.392], [-0.685, 1.410, 2.340], [-1.779, -1.645, -0.875], [2.045, 0.202, -0.629], [0.736, 0.714, 0.659], [0.780, 0.065, 2.475], [-1.661, -0.064, -0.002], [-1.400, 1.792, 1.658], [-0.802, 1.415, 3.448], [-0.745, -1.491, 0.575], [1.007, 1.347, -1.206], [1.407, -0.598, -2.897], [0.083, -1.857, -2.899]]
}

***

Which structure is the most stable? The one labeled 2.

***

## 1
{
  "formula": "C3H4N2O",
  "method": "wB97M-V/def2-TZVPD",
  "mol_weight_da": 84.08,
  "homo_ha": -0.3313,
  "gap_ev": 9.51,
  "charge": 0,
  "species": ["O", "N", "N", "C", "C", "C", "H", "H", "H", "H"],
  "positions_angstrom": [[-1.717, -1.373, -0.477], [0.621, -0.681, -0.446], [1.220, 1.442, 0.368], [-1.699, 0.071, 0.421], [1.553, 0.304, -0.093], [-0.577, -0.434, -0.164], [-1.737, -2.071, 0.198], [2.054, 1.991, 0.570], [2.585, -0.023, -0.257], [-2.336, 0.767, -0.116]]
}

***

## 2
{
  "formula": "C3H4N2O",
  "method": "wB97M-V/def2-TZVPD",
  "mol_weight_da": 84.08,
  "smiles": "OC1C=NN=C1",
  "homo_ha": -0.3869,
  "gap_ev": 10.42,
  "charge": 0,
  "species": ["O", "N", "N", "C", "C", "C", "H", "H", "H", "H"],
  "positions_angstrom": [[1.720, 0.315, 0.668], [-1.391, 0.780, 0.047], [-0.991, 0.078, -1.278], [0.552, -0.618, 0.348], [0.103, -0.533, -1.025], [-0.742, 0.169, 0.964], [-0.533, 0.330, 2.081], [0.590, -1.587, 0.708], [0.789, -1.104, -1.791], [2.600, -0.277, 0.551]]
}

***

## 3
{
  "formula": "C3H4N2O",
  "method": "wB97M-V/def2-TZVPD",
  "mol_weight_da": 84.08,
  "homo_ha": -0.3047,
  "gap_ev": 8.89,
  "charge": 0,
  "species": ["O", "N", "N", "C", "C", "C", "H", "H", "H", "H"],
  "positions_angstrom": [[1.900, -0.267, 0.570], [0.199, -1.032, -0.759], [0.304, 1.228, -0.140], [0.882, -0.057, -0.230], [-1.055, -0.600, -0.237], [-1.004, 0.655, 0.253], [1.908, -1.237, 0.665], [0.175, 1.558, -1.112], [-1.824, -1.353, -0.116], [-1.484, 1.104, 1.106]]
}

***

## 4
{
  "formula": "C3H4N2O",
  "method": "wB97M-V/def2-TZVPD",
  "mol_weight_da": 84.08,
  "smiles": "O=c1[nH]cc[nH]1",
  "homo_ha": -0.2999,
  "gap_ev": 9.06,
  "charge": 0,
  "species": ["O", "N", "N", "C", "C", "C", "H", "H", "H", "H"],
  "positions_angstrom": [[2.397, 0.267, -0.136], [0.473, -1.052, 0.077], [0.202, 1.098, -0.060], [-0.875, -0.777, 0.176], [-1.058, 0.542, 0.059], [1.190, 0.125, -0.053], [0.914, -1.953, 0.101], [0.412, 2.071, -0.174], [-1.969, 1.116, 0.096], [-1.685, -1.438, -0.087]]
}

***

Which structure is the most stable? The one labeled 4.

***

## 1
{
  "formula": "C3H4N2O",
  "method": "wB97M-V/def2-TZVPD",
  "mol_weight_da": 84.08,
  "smiles": "OC1C=NN=C1",
  "homo_ha": -0.3693,
  "gap_ev": 10.23,
  "charge": 0,
  "species": ["O", "N", "N", "C", "C", "C", "H", "H", "H", "H"],
  "positions_angstrom": [[-0.447, -1.473, 1.007], [1.301, 1.261, -0.430], [0.001, 1.594, -0.828], [-0.817, 0.695, -0.381], [1.286, 0.121, 0.183], [-0.058, -0.454, 0.163], [-1.875, 0.662, -0.615], [2.184, -0.329, 0.597], [-1.374, -1.365, 1.248], [-0.202, -0.712, -0.944]]
}

***

## 2
{
  "formula": "C3H4N2O",
  "method": "wB97M-V/def2-TZVPD",
  "mol_weight_da": 84.08,
  "smiles": "[H]/N=C/OC1=NC1",
  "homo_ha": -0.3556,
  "gap_ev": 10.53,
  "charge": 0,
  "species": ["O", "N", "N", "C", "C", "C", "H", "H", "H", "H"],
  "positions_angstrom": [[1.045, 0.540, -0.740], [0.133, 0.570, 1.362], [-0.458, -0.690, -2.216], [-1.065, -0.929, -0.501], [-0.035, -0.260, -1.134], [1.063, 0.870, 0.570], [-0.937, -1.949, -0.154], [0.311, 0.896, 2.304], [-2.025, -0.464, -0.304], [1.967, 1.415, 0.813]]
}

***

## 3
{
  "formula": "C3H4N2O",
  "method": "wB97M-V/def2-TZVPD",
  "mol_weight_da": 84.08,
  "smiles": "Nc1cnco1",
  "homo_ha": -0.3088,
  "gap_ev": 9.13,
  "charge": 0,
  "species": ["O", "N", "N", "C", "C", "C", "H", "H", "H", "H"],
  "positions_angstrom": [[-0.904, 0.856, 0.253], [1.215, 0.883, 0.934], [-0.961, -1.012, -1.115], [-0.274, -0.201, -0.263], [1.017, -0.235, 0.212], [0.069, 1.555, 1.025], [-1.792, -0.607, -1.518], [0.253, 1.301, 2.111], [1.785, -0.981, 0.118], [-0.408, -1.559, -1.758]]
}

***

Which structure is the most stable? The one labeled 3.

***

## 1
{
  "formula": "C3H4N2O",
  "method": "wB97M-V/def2-TZVPD",
  "mol_weight_da": 84.08,
  "smiles": "Oc1c[nH]cn1",
  "homo_ha": -0.3044,
  "gap_ev": 9.21,
  "charge": 0,
  "species": ["O", "N", "N", "C", "C", "C", "H", "H", "H", "H"],
  "positions_angstrom": [[-0.599, -0.401, 2.138], [0.774, 0.167, -1.023], [-1.223, 0.122, -0.083], [-0.270, -0.149, 0.851], [-0.558, 0.305, -1.203], [0.987, -0.131, 0.313], [1.966, -0.289, 0.736], [-0.996, 0.539, -2.164], [1.483, 0.228, -1.736], [-1.565, -0.391, 2.171]]
}

***

## 2
{
  "formula": "C3H4N2O",
  "method": "wB97M-V/def2-TZVPD",
  "mol_weight_da": 84.08,
  "smiles": "N#C[C@H](N)C=O",
  "homo_ha": -0.3888,
  "gap_ev": 10.96,
  "charge": 0,
  "species": ["O", "N", "N", "C", "C", "C", "H", "H", "H", "H"],
  "positions_angstrom": [[-1.259, 1.790, 0.452], [0.048, -1.004, -0.941], [2.180, 1.329, 0.427], [-1.228, 0.590, 0.402], [0.065, -0.229, 0.291], [1.241, 0.655, 0.419], [0.315, -0.414, -1.724], [0.732, -1.752, -0.889], [-2.145, -0.028, 0.434], [0.051, -0.938, 1.128]]
}

***

Which structure is the most stable? The one labeled 1.

***

## 1
{
  "formula": "C3H4N2O",
  "method": "wB97M-V/def2-TZVPD",
  "mol_weight_da": 84.08,
  "smiles": "Oc1c[nH]cn1",
  "homo_ha": -0.3100,
  "gap_ev": 9.26,
  "charge": 0,
  "species": ["O", "N", "N", "C", "C", "C", "H", "H", "H", "H"],
  "positions_angstrom": [[2.259, -0.148, 0.058], [-1.233, -0.136, -0.008], [0.416, 1.329, 0.219], [0.922, 0.072, 0.115], [-0.884, 1.165, 0.126], [-0.063, -0.870, 0.000], [-1.619, 1.958, 0.143], [-0.031, -1.946, 0.065], [2.346, -0.950, -0.472], [-2.144, -0.491, -0.248]]
}

***

## 2
{
  "formula": "C3H4N2O",
  "method": "wB97M-V/def2-TZVPD",
  "mol_weight_da": 84.08,
  "smiles": "NC#[N+][O-].C#C",
  "homo_ha": -0.3291,
  "gap_ev": 9.38,
  "charge": 0,
  "species": ["O", "N", "N", "C", "C", "C", "H", "H", "H", "H"],
  "positions_angstrom": [[1.329, -2.160, 0.168], [-2.033, -0.556, -0.068], [0.211, -1.662, 0.076], [-0.797, -1.104, -0.027], [1.161, 1.919, -0.006], [1.752, 0.872, 0.051], [2.212, -0.099, 0.103], [-2.268, -0.128, -0.955], [-2.227, 0.057, 0.715], [0.661, 2.861, -0.057]]
}

***

## 3
{
  "formula": "C3H4N2O",
  "method": "wB97M-V/def2-TZVPD",
  "mol_weight_da": 84.08,
  "smiles": "Nc1ccno1",
  "homo_ha": -0.3144,
  "gap_ev": 9.37,
  "charge": 0,
  "species": ["O", "N", "N", "C", "C", "C", "H", "H", "H", "H"],
  "positions_angstrom": [[-0.031, -1.183, 0.893], [1.775, -0.222, -0.353], [-1.477, -0.931, 1.034], [-0.518, 0.582, -0.367], [-1.681, 0.110, 0.268], [0.465, -0.266, 0.061], [2.039, 0.665, -0.767], [-0.403, 1.398, -1.060], [-2.686, 0.521, 0.174], [2.523, -0.697, 0.123]]
}

***

Which structure is the most stable? The one labeled 1.

***

## 1
{
  "formula": "C3H4N2O",
  "method": "wB97M-V/def2-TZVPD",
  "mol_weight_da": 84.08,
  "smiles": "O=c1[nH]cc[nH]1",
  "homo_ha": -0.3138,
  "gap_ev": 9.24,
  "charge": 0,
  "species": ["O", "N", "N", "C", "C", "C", "H", "H", "H", "H"],
  "positions_angstrom": [[-1.124, -0.161, -2.025], [-0.177, 1.057, -0.289], [-0.207, -1.073, -0.051], [0.452, -0.573, 1.047], [0.522, 0.802, 0.973], [-0.576, -0.065, -0.946], [1.223, 1.313, 0.232], [-0.433, -2.035, -0.246], [0.816, -1.253, 1.810], [-0.495, 1.986, -0.506]]
}

***

## 2
{
  "formula": "C3H4N2O",
  "method": "wB97M-V/def2-TZVPD",
  "mol_weight_da": 84.08,
  "smiles": "OC1C=NN=C1",
  "homo_ha": -0.3789,
  "gap_ev": 10.43,
  "charge": 0,
  "species": ["O", "N", "N", "C", "C", "C", "H", "H", "H", "H"],
  "positions_angstrom": [[0.141, 1.180, -1.341], [0.401, -1.759, 0.522], [-0.784, -1.207, 1.118], [0.195, 0.425, -0.170], [-0.982, -0.040, 0.632], [0.918, -0.877, -0.249], [-0.602, 1.793, -1.301], [-1.792, 0.598, 0.974], [1.804, -1.079, -0.843], [0.700, 0.967, 0.657]]
}

***

## 3
{
  "formula": "C3H4N2O",
  "method": "wB97M-V/def2-TZVPD",
  "mol_weight_da": 84.08,
  "smiles": "Cc1cnno1",
  "homo_ha": -0.3703,
  "gap_ev": 10.91,
  "charge": 0,
  "species": ["O", "N", "N", "C", "C", "C", "H", "H", "H", "H"],
  "positions_angstrom": [[0.852, -1.126, 0.422], [2.173, -0.655, 0.437], [2.181, 0.528, 0.010], [0.900, 0.917, -0.297], [0.081, -0.128, -0.020], [-1.398, -0.327, 0.009], [-1.818, 0.297, 0.815], [-1.925, -0.036, -0.910], [0.650, 1.896, -0.670], [-1.611, -1.379, 0.210]]
}

***

Which structure is the most stable? The one labeled 3.